No. 1
{"formula": "C50H134N4O19", "method": "ωB97M-V/def2-TZVPD", "elements": ["C", "C", "C", "O", "H", "H", "H", "H", "H", "H", "H", "H", "C", "C", "C", "O", "H", "H", "H", "H", "H", "H", "H", "H", "C", "C", "C", "O", "H", "H", "H", "H", "H", "H", "H", "H", "C", "C", "C", "O", "H", "H", "H", "H", "H", "H", "H", "H", "C", "O", "C", "C", "N", "C", "C", "O", "C", "H", "H", "H", "H", "H", "H", "H", "H", "H", "H", "H", "H", "H", "H", "H", "C", "O", "C", "C", "N", "C", "C", "O", "C", "H", "H", "H", "H", "H", "H", "H", "H", "H", "H", "H", "H", "H", "H", "H", "C", "O", "C", "C", "N", "C", "C", "O", "C", "H", "H", "H", "H", "H", "H", "H", "H", "H", "H", "H", "H", "H", "H", "H", "C", "O", "C", "C", "N", "C", "C", "O", "C", "H", "H", "H", "H", "H", "H", "H", "H", "H", "H", "H", "H", "H", "H", "H", "C", "C", "O", "H", "H", "H", "H", "H", "H", "C", "C", "O", "H", "H", "H", "H", "H", "H", "C", "C", "O", "H", "H", "H", "H", "H", "H", "C", "C", "O", "H", "H", "H", "H", "H", "H", "C", "C", "O", "H", "H", "H", "H", "H", "H", "C", "C", "O", "H", "H", "H", "H", "H", "H", "C", "C", "O", "H", "H", "H", "H", "H", "H"], "xyz": [[-0.473851, -6.115113, 0.624625], [-2.004911, -6.128613, 0.472795], [-2.738881, -4.922723, 1.105815], [-2.248861, -5.956913, -0.896165], [-0.190571, -5.872833, 1.648905], [-0.071741, -5.381253, -0.073835], [-0.084271, -7.120553, 0.465205], [-2.483531, -7.044193, 0.820265], [-2.495201, -4.838703, 2.164905], [-3.807351, -5.046503, 0.929335], [-2.321281, -3.993023, 0.719335], [-1.907521, -5.110513, -1.193965], [2.143799, 5.396927, -4.745115], [1.983249, 5.567307, -3.241795], [2.818489, 4.502337, -2.476625], [2.531889, 6.780267, -2.892145], [3.171159, 5.283357, -5.091145], [1.589179, 6.178567, -5.264275], [1.678389, 4.423577, -4.900335], [0.964049, 5.472987, -2.867045], [2.383939, 3.516597, -2.642745], [2.722149, 4.732867, -1.415645], [3.884929, 4.507377, -2.701985], [2.148409, 7.502127, -3.395595], [-4.619921, 4.496627, 2.730365], [-4.274741, 3.498707, 1.647425], [-4.041141, 2.099197, 2.148805], [-5.308401, 3.409267, 0.737945], [-5.512791, 4.124977, 3.233125], [-4.859121, 5.496447, 2.368095], [-3.777311, 4.524867, 3.421235], [-3.368581, 3.903047, 1.196335], [-3.388801, 2.091347, 3.022015], [-3.626041, 1.465577, 1.365025], [-4.937091, 1.530047, 2.396665], [-5.990951, 2.923217, 1.206435], [-6.688951, -1.394243, 2.366135], [-5.528301, -2.391893, 2.428065], [-4.346941, -2.017923, 1.555705], [-5.136461, -2.403613, 3.781735], [-6.287271, -0.382703, 2.425615], [-7.373901, -1.647633, 3.175295], [-7.188311, -1.462953, 1.399695], [-5.891531, -3.376443, 2.133405], [-3.355341, -2.333583, 1.880035], [-4.319961, -0.941213, 1.388205], [-4.574721, -2.393633, 0.558175], [-4.432771, -3.056583, 3.788675], [-3.991531, -1.469013, -2.929735], [-4.310101, -0.847403, -1.685025], [-4.709481, 0.513917, -1.754145], [-3.589721, 1.506997, -1.970335], [-4.150631, 2.855157, -1.923145], [-3.078111, 3.852737, -2.348275], [-2.851231, 3.747607, -3.882125], [-1.752601, 4.592617, -4.329535], [-1.708371, 4.760537, -5.717055], [-3.330731, -0.901383, -3.584905], [-4.864101, -1.598983, -3.569925], [-3.534431, -2.429643, -2.692355], [-5.160891, 0.736697, -0.787335], [-5.465231, 0.674567, -2.522995], [-3.095401, 1.249187, -2.906965], [-2.826811, 1.414987, -1.197275], [-4.485851, 3.090107, -0.999815], [-2.111161, 3.698657, -1.869355], [-3.455631, 4.842877, -2.092935], [-3.724551, 4.213047, -4.339065], [-2.727461, 2.715317, -4.209465], [-1.825871, 3.813047, -6.242955], [-0.824251, 5.355337, -5.946505], [-2.486501, 5.414837, -6.110125], [2.536449, -0.004223, -1.501405], [1.585339, 0.832997, -2.164005], [1.510579, 0.765767, -3.624035], [0.375609, 1.727327, -3.998115], [0.151499, 1.759137, -5.444325], [-0.655661, 0.659467, -5.981635], [-0.865511, 0.736577, -7.467595], [-1.920221, 1.745987, -7.755595], [-2.065141, 2.014787, -9.131215], [2.434909, -1.083783, -1.612485], [2.508569, 0.218517, -0.434775], [3.526379, 0.249507, -1.880555], [1.263839, -0.260883, -3.894595], [2.456359, 0.925217, -4.141885], [0.558669, 2.698347, -3.537995], [-0.550521, 1.402157, -3.524155], [-0.197061, 2.667897, -5.714075], [-1.656631, 0.536557, -5.568055], [-0.082631, -0.264513, -5.904235], [-1.242611, -0.221093, -7.826435], [0.077919, 0.978807, -7.956855], [-2.204031, 1.028757, -9.574565], [-1.249761, 2.611057, -9.540725], [-2.945811, 2.657057, -9.135345], [3.985269, -2.416023, -3.898405], [3.921599, -3.269603, -2.777635], [5.095019, -3.327873, -1.971175], [4.676639, -3.253133, -0.463155], [3.661719, -4.281373, -0.135855], [4.345399, -5.564663, 0.014555], [3.395769, -6.727103, 0.472365], [3.679709, -7.056273, 1.837805], [2.935609, -8.202123, 2.297215], [4.206279, -1.388943, -3.607965], [3.089279, -2.417983, -4.519125], [4.809009, -2.657553, -4.570125], [5.829639, -2.535813, -2.116355], [5.704429, -4.227233, -2.059795], [4.248119, -2.284913, -0.204245], [5.530349, -3.297713, 0.213085], [3.261559, -4.290393, -1.063155], [5.160189, -5.500643, 0.735755], [4.819059, -5.805973, -0.937035], [3.523829, -7.620243, -0.139205], [2.355169, -6.441673, 0.318165], [3.039509, -8.261853, 3.380605], [3.163819, -9.200423, 1.923825], [1.870299, -8.029403, 2.144315], [1.235059, 2.987767, 0.324545], [0.931599, 3.307307, 1.651015], [-0.452201, 3.214227, 2.004325], [-0.660151, 3.662207, 3.460465], [-0.954121, 5.137677, 3.643975], [0.235089, 5.906797, 3.274765], [1.339969, 5.966687, 4.384105], [0.805719, 6.639697, 5.474385], [1.709109, 6.844037, 6.545705], [0.772799, 2.039107, 0.051645], [2.319319, 2.887807, 0.274795], [0.975139, 3.817397, -0.332925], [-0.810411, 2.199597, 1.830265], [-1.028121, 3.809947, 1.296145], [0.164059, 3.344257, 4.098965], [-1.555131, 3.191257, 3.867065], [-1.031781, 5.327007, 4.633025], [-0.191651, 6.900407, 3.137895], [0.634219, 5.683097, 2.285445], [2.107159, 6.587007, 3.920735], [1.741189, 4.985687, 4.638605], [2.699599, 7.182277, 6.241395], [1.871549, 5.924507, 7.108005], [1.318709, 7.526057, 7.301045], [3.972369, 2.021507, 3.170965], [3.121189, 0.755857, 2.961235], [3.858569, -0.162173, 2.142055], [3.481619, 2.704177, 3.864665], [4.113639, 2.477937, 2.191265], [4.893999, 1.711957, 3.663795], [2.202469, 0.955097, 2.409545], [2.786699, 0.301357, 3.893785], [3.598809, -1.063323, 2.347125], [5.419969, 2.144107, -1.162455], [6.139229, 1.206947, -0.249355], [5.508579, -0.043543, -0.129895], [4.411399, 2.394327, -0.833385], [5.206929, 1.731017, -2.148395], [6.010669, 3.021717, -1.425085], [6.088579, 1.629587, 0.754095], [7.173479, 0.969727, -0.498615], [4.854819, 0.085207, 0.561205], [2.677829, -3.494723, 4.365475], [2.194279, -3.787353, 2.970315], [2.700559, -2.851823, 2.038465], [3.637119, -4.006533, 4.442415], [2.007599, -3.904653, 5.121025], [2.863169, -2.465273, 4.672055], [1.106639, -3.772153, 2.900265], [2.482569, -4.789973, 2.654485], [3.184619, -3.266903, 1.320835], [0.190289, -0.056253, 4.981745], [-1.265991, 0.119457, 4.510265], [-2.044071, 0.792127, 5.480925], [0.226199, -0.406513, 6.013315], [0.691229, 0.911707, 4.996085], [0.783629, -0.772603, 4.413505], [-1.572881, -0.926413, 4.519335], [-1.308761, 0.522447, 3.498395], [-2.913911, 0.402747, 5.365315], [-0.976771, -3.520383, 5.530315], [-2.481931, -3.634683, 5.728765], [-3.084891, -4.104713, 4.588285], [-0.339961, -4.398223, 5.639695], [-0.595101, -2.871593, 6.318665], [-0.691851, -3.110923, 4.561155], [-2.861951, -2.619023, 5.838905], [-2.648531, -4.247153, 6.614895], [-2.985031, -5.057753, 4.645985], [0.222899, -3.481183, -3.963445], [0.151209, -4.218573, -2.578345], [-1.094941, -3.723083, -2.034235], [0.652629, -2.496713, -3.778385], [-0.739401, -3.368643, -4.462865], [0.811319, -4.021963, -4.704665], [0.930179, -3.897193, -1.886955], [0.204639, -5.306373, -2.622335], [-1.067141, -2.774163, -1.891485], [-0.217451, -1.604273, 0.972705], [-0.872081, -0.707643, -0.012475], [-0.401751, -0.887613, -1.334195], [0.861629, -1.492273, 1.078275], [-0.237611, -2.680403, 0.800585], [-0.680361, -1.401753, 1.938515], [-0.745821, 0.332127, 0.289235], [-1.948151, -0.881023, -0.022495], [0.216919, -0.204013, -1.601675]], "atomic_forces_ev_per_a": [[-0.72, -0.45, 1.12], [0.11, 2.09, -0.33], [1.24, -0.71, 0.90], [-0.88, -1.83, -1.16], [0.17, 0.28, 0.12], [0.19, -0.12, 0.15], [0.15, 0.09, -0.48], [0.21, -0.19, -0.19], [-0.43, -0.20, 0.36], [0.10, 0.36, 0.04], [-0.31, -0.02, -0.53], [0.16, 0.56, -0.02], [-1.16, -1.23, 0.57], [1.83, -1.31, -0.26], [-0.82, 0.51, 0.10], [0.71, 1.86, 1.17], [0.05, 0.47, 0.28], [0.13, -0.09, -0.28], [-0.27, -0.06, -0.80], [-0.40, -0.01, -0.45], [0.19, -0.13, 0.01], [0.06, -0.07, 0.06], [-0.10, 0.11, -0.36], [-0.14, -0.06, -0.08], [-0.11, -0.48, 0.55], [0.55, 0.41, 1.16], [0.88, -0.68, 0.37], [-1.02, 0.36, -1.56], [-0.07, 0.04, 0.38], [0.27, -0.10, -0.24], [-0.14, 0.31, 0.22], [-0.02, -0.28, -0.68], [0.12, -0.19, 0.01], [0.47, 0.15, -0.14], [-0.46, 0.50, 0.36], [-0.41, -0.01, -0.26], [0.52, -0.56, -0.72], [-0.17, 0.84, 0.29], [-0.68, 0.57, -1.21], [0.04, -0.17, 0.31], [-0.14, 0.05, 0.41], [-0.06, 0.33, -0.09], [-0.19, -0.06, 0.01], [-0.11, -0.27, 0.03], [-0.26, -0.29, 0.17], [0.15, 0.25, 0.32], [0.46, -0.21, -0.19], [0.35, -0.21, 0.73], [-0.19, 0.26, 0.09], [0.34, 0.04, -0.46], [-0.05, -0.28, 0.28], [-0.18, -0.09, 0.59], [1.96, 0.87, -1.90], [-0.97, -0.88, -0.53], [-0.26, 1.75, 0.13], [-0.16, -0.81, 1.27], [-0.35, 0.57, -0.19], [0.55, 0.28, 0.37], [-0.50, -0.28, 0.26], [-0.09, 0.06, -0.10], [-0.20, -0.09, 0.08], [-0.16, -0.07, -0.16], [-0.05, 0.46, -0.17], [0.28, -0.42, 0.27], [-0.05, -0.11, 0.12], [0.16, -0.14, 0.40], [0.18, 0.04, -0.09], [-0.41, -0.55, -0.21], [0.12, 0.04, -0.14], [0.46, -0.09, -0.25], [0.46, -0.67, -0.07], [-0.72, 0.03, 0.25], [0.88, 0.54, -0.51], [-0.14, -0.28, -0.61], [-0.61, -0.49, 1.22], [-0.11, -0.72, -0.31], [0.25, 0.16, -0.01], [0.53, 0.24, -0.52], [-1.35, 1.50, -0.34], [1.98, -0.79, 1.16], [-0.48, 0.00, 1.08], [-0.62, -0.12, -0.33], [-0.12, 0.14, -0.04], [0.15, -0.04, 0.18], [-0.34, -0.24, -0.04], [0.24, 0.73, 0.30], [0.22, 0.22, -0.54], [-0.09, -0.38, 0.47], [-0.19, -0.12, -0.11], [-0.09, -0.03, 0.64], [-0.07, -0.18, 0.64], [0.04, -0.15, -0.12], [-0.03, 0.20, -0.26], [-0.13, 0.35, -0.96], [0.35, -0.33, -0.17], [-0.22, -0.30, -0.63], [0.94, 0.57, -0.40], [0.20, -0.31, 0.08], [0.36, 0.62, 1.91], [-0.06, 0.66, -0.27], [1.25, 0.29, -0.27], [-0.62, -1.27, 0.17], [0.79, 0.37, -0.11], [-0.39, -0.89, -0.27], [-0.53, 0.99, 0.67], [-0.25, 0.23, 0.30], [-0.26, -0.36, 0.55], [0.18, -0.47, -0.05], [-0.39, 0.51, -0.45], [-0.45, -0.48, -0.71], [-0.12, 0.25, -0.53], [0.27, -0.38, -0.20], [-1.37, -0.46, 0.09], [-0.16, 0.16, 0.22], [0.04, -0.47, -0.07], [0.33, -0.12, -0.16], [-0.23, 0.28, 0.31], [0.34, 0.19, 0.00], [0.59, 0.24, -0.66], [-0.21, 0.01, -0.27], [0.21, 0.08, 0.30], [-0.25, 0.07, 1.17], [0.58, 0.51, -0.04], [-1.14, 0.88, 0.27], [1.39, -1.73, -1.16], [-0.31, 1.03, 0.70], [-0.55, 0.44, -2.08], [-0.33, 0.58, 1.15], [0.09, -0.60, 0.42], [-0.10, 0.01, -0.41], [0.04, -0.15, -0.05], [-0.39, -0.16, -0.34], [0.08, -0.43, 0.30], [-0.24, 0.48, 0.09], [0.32, -0.20, -0.21], [0.03, -0.43, -0.12], [-0.47, -0.24, 0.32], [0.56, 0.53, 0.27], [0.08, -0.62, 0.26], [0.63, -0.10, 0.13], [0.04, -0.18, 0.08], [-0.02, 0.24, -0.38], [0.04, -0.44, -0.10], [-0.35, 0.28, -0.51], [-0.78, -1.11, 0.26], [-0.09, 0.20, -0.55], [0.44, 0.52, 0.32], [-0.19, 0.15, -0.26], [0.33, 0.22, 0.21], [0.26, 0.14, -0.37], [-0.21, 0.52, 0.08], [0.43, -0.11, 0.17], [-0.34, -0.58, -0.07], [-0.20, 0.25, -1.57], [0.01, -0.27, 0.90], [-0.27, -0.58, -0.57], [0.18, 0.34, 0.52], [0.29, -0.58, -0.14], [-0.10, 0.33, 0.53], [0.63, 0.41, 0.15], [0.06, 0.54, -0.27], [-0.47, -0.52, 0.47], [0.64, -0.68, 0.56], [-0.48, 0.26, -0.69], [0.09, 1.31, 0.77], [0.14, 0.06, 0.43], [-0.01, -0.21, -0.03], [-0.28, 0.26, -0.61], [-0.27, 0.18, 0.10], [0.14, -0.17, 0.18], [-0.19, -0.90, -0.51], [-0.11, 1.09, 0.44], [1.46, -1.89, 0.73], [0.04, 0.27, -0.41], [-0.32, -0.06, 0.08], [0.25, 0.04, -0.15], [-0.27, 0.11, -0.41], [-0.64, -0.10, -0.68], [-0.21, 0.27, 0.02], [-0.32, 0.28, 0.28], [0.89, 0.41, 0.51], [1.77, 1.20, 0.50], [-0.86, -1.53, -0.91], [-0.58, -0.63, 0.00], [0.12, 0.35, -0.06], [-0.31, 0.29, -0.04], [-0.13, -0.05, 0.52], [-0.52, 0.10, 0.09], [-0.25, -0.24, -0.62], [0.92, -0.93, 0.36], [-0.92, 2.21, -0.96], [-0.29, -1.69, 0.48], [-0.03, 0.06, -0.22], [-0.27, -0.07, 0.59], [0.50, 0.06, 0.12], [0.43, 0.08, -0.28], [-0.72, 0.08, -0.07], [0.56, 0.49, 0.00], [0.93, -0.60, 0.99], [-0.32, 0.22, -0.51], [-0.54, -0.86, -0.40], [0.11, 0.72, 0.00], [-0.81, -0.10, -0.42], [0.05, -0.17, 0.28], [0.10, 0.19, 0.08], [-0.18, -0.09, -0.07], [0.28, 0.51, 0.00]], "homo_lumo_gap_ev": 9.220, "total_energy_ha": -3633.67212}



No. 2
{"formula": "CH3NO4S", "method": "ωB97M-V/def2-TZVPD", "elements": ["C", "N", "O", "O", "O", "O", "S", "H", "H", "H"], "xyz": [[-0.690071, 1.592946, -0.279054], [1.470948, -1.981259, -0.027519], [0.718391, -0.911141, 0.043299], [0.878042, -3.056578, -0.132784], [-1.913836, 0.573805, 1.726553], [2.706286, -1.892514, -0.063846], [-1.723047, 0.217554, 0.345894], [0.044764, 1.977268, 0.394379], [-1.444664, 2.270152, -0.752939], [-0.046812, 1.209768, -1.253983]], "atomic_forces_ev_per_a": [[0.22, -1.90, -4.38], [0.20, -1.96, -0.80], [0.87, 0.58, 0.22], [0.35, 1.11, 0.37], [-0.49, -0.18, 1.38], [-2.13, 0.91, 0.33], [2.05, 0.54, -1.23], [-0.13, 0.31, 0.83], [0.74, -0.01, 0.81], [-1.69, 0.59, 2.48]], "homo_lumo_gap_ev": [8.031, 5.167], "relative_energy_ev": 5.258, "total_energy_ha": -793.54142}



Repeat the second record exactly.
{"formula": "CH3NO4S", "method": "ωB97M-V/def2-TZVPD", "elements": ["C", "N", "O", "O", "O", "O", "S", "H", "H", "H"], "xyz": [[-0.690071, 1.592946, -0.279054], [1.470948, -1.981259, -0.027519], [0.718391, -0.911141, 0.043299], [0.878042, -3.056578, -0.132784], [-1.913836, 0.573805, 1.726553], [2.706286, -1.892514, -0.063846], [-1.723047, 0.217554, 0.345894], [0.044764, 1.977268, 0.394379], [-1.444664, 2.270152, -0.752939], [-0.046812, 1.209768, -1.253983]], "atomic_forces_ev_per_a": [[0.22, -1.90, -4.38], [0.20, -1.96, -0.80], [0.87, 0.58, 0.22], [0.35, 1.11, 0.37], [-0.49, -0.18, 1.38], [-2.13, 0.91, 0.33], [2.05, 0.54, -1.23], [-0.13, 0.31, 0.83], [0.74, -0.01, 0.81], [-1.69, 0.59, 2.48]], "homo_lumo_gap_ev": [8.031, 5.167], "relative_energy_ev": 5.258, "total_energy_ha": -793.54142}